The following is a DFT calculation (wB97M-V/def2-TZVPD) of a 6-piece molecular cluster, C41H73F2NO21P2S6 overall in a non-equilibrium geometry.

## Properties
**Energy**: -177211.305 eV
**Total charge**: 0
**Structure (SMILES)**: CCOC(=O)CCC[C@@]1(CCCS)C(=O)O[C@](N(C(=O)F)C(=O)F)(P(=O)(O)O)[C@]1(CCOC(C)=O)P(C)C.O=S1(=O)CCCC1.O=S1(=O)CCCC1.O=S1(=O)CCCC1.O=S1(=O)CCCC1.O=S1(=O)CCCC1
**HOMO level**: -8.307 eV

Each line ends with the Mulliken charge.
CARTESIAN COORDINATES (ANGSTROEM)
C 7.72663 2.22063 1.73512  -0.91
C 7.30264 1.08299 2.65477  -0.05
O 6.40523 1.60445 3.67410  -0.37
C 5.39955 0.76544 4.05326  -0.15
O 5.59664 -0.18494 4.75333  -0.58
C 4.03671 1.14400 3.52809  1.01
C 3.46648 -0.00666 2.68886  -1.29
C 2.03033 0.10495 2.15280  -0.69
C 1.58612 1.25305 1.21843  4.66
C 2.83868 1.85024 0.48367  -1.91
C 2.88715 2.18481 -1.02628  -1.11
C 4.12242 3.06921 -1.30979  -0.31
S 5.56777 2.16271 -1.94702  -0.29
C 0.71214 0.80777 0.06839  -1.58
O 0.61067 -0.23539 -0.46763  -0.63
O -0.02055 1.89688 -0.37935  -0.39
C -0.00104 2.97417 0.57848  -0.02
N -1.43789 3.41578 0.56741  0.88
C -2.22011 4.01071 1.58767  0.25
O -3.04011 3.48800 2.22436  -0.40
F -2.00553 5.32648 1.68763  -0.25
C -2.13699 3.31901 -0.67651  0.38
O -2.78174 2.43042 -1.02744  -0.44
F -1.99796 4.44727 -1.38628  -0.23
P 1.00900 4.40561 -0.17862  0.21
O 1.14238 4.22539 -1.62441  -0.44
O 2.36264 4.57732 0.63863  -0.39
O 0.14411 5.69181 0.19886  -0.50
C 0.49790 2.19035 1.86723  1.49
C -0.82031 1.41372 2.32387  -1.69
C -0.93996 0.06692 3.02575  -1.61
O -0.60215 -1.02411 2.14993  0.10
C -0.64392 -2.23974 2.78065  0.56
C 0.60074 -2.72649 3.44068  -0.84
O -1.67021 -2.85540 2.81325  -0.74
P 1.21013 3.13704 3.34784  0.42
C 0.49726 4.83237 3.48753  -1.05
C 0.59145 2.34676 4.86876  -1.35
H 7.35050 3.15983 2.14879  0.29
H 8.81417 2.28700 1.65811  0.32
H 7.30554 2.10638 0.73391  0.13
H 8.14954 0.61587 3.16471  0.38
H 6.77119 0.29933 2.10517  0.19
H 3.40024 1.27492 4.41631  0.06
H 4.05735 2.10567 3.02068  -0.20
H 3.46709 -0.88364 3.34912  0.65
H 4.17028 -0.26630 1.88914  0.43
H 1.38703 0.07274 3.03363  -0.42
H 1.85542 -0.81494 1.58728  0.48
H 3.55579 1.02944 0.54799  0.52
H 3.31254 2.63333 1.07815  0.22
H 2.02305 2.70266 -1.42559  -0.12
H 3.01060 1.26508 -1.60915  0.91
H 4.43056 3.59015 -0.39927  0.34
H 3.87309 3.82983 -2.04856  0.06
H 5.01435 0.95007 -1.96772  0.15
H 2.41680 5.30264 1.27295  0.39
H 0.64933 6.42701 0.56780  0.40
H -1.50858 1.32836 1.48026  0.51
H -1.32225 2.08658 3.02004  0.80
H -2.00930 -0.03509 3.25517  0.57
H -0.40749 -0.02929 3.97768  0.24
H 1.49631 -2.58062 2.83655  0.24
H 0.74820 -2.18617 4.38540  0.25
H 0.44820 -3.77722 3.67417  0.45
H 0.05758 5.22342 2.57780  0.22
H 1.33407 5.48251 3.76420  0.38
H -0.24299 4.90457 4.28991  0.43
H 1.18476 1.46137 5.10483  0.21
H -0.46580 2.06561 4.86947  0.41
H 0.72995 3.08260 5.66688  0.53
O -3.78546 -0.50813 5.20660  -0.53
S -4.39463 -1.57790 5.96367  1.01
O -4.14211 -1.68920 7.37785  -0.71
C -6.16111 -1.56681 5.65617  -0.78
C -6.33136 -2.46796 4.43710  -0.57
C -5.41495 -3.67921 4.66941  -0.76
C -4.06147 -3.13601 5.13687  0.22
H -6.48393 -0.53977 5.50315  0.41
H -6.64410 -1.98501 6.53883  0.36
H -7.37123 -2.76352 4.30402  0.36
H -6.01545 -1.93248 3.53918  0.29
H -5.84329 -4.32326 5.43979  0.33
H -5.29837 -4.27915 3.76870  0.36
H -3.56100 -3.79843 5.83837  0.43
H -3.39931 -2.91904 4.30063  -0.38
O 3.30163 5.27632 -3.80016  -0.56
S 2.92920 5.80811 -5.08638  1.02
O 3.87877 5.85630 -6.16812  -0.73
C 1.41501 5.02167 -5.61282  -0.68
C 0.31557 5.88968 -5.01047  -0.08
C 0.74857 7.34551 -5.23604  -0.71
C 2.22071 7.44724 -4.82189  -0.72
H 1.42391 3.99530 -5.26294  0.32
H 1.40099 5.04417 -6.70268  0.34
H -0.64974 5.67937 -5.46967  0.40
H 0.23212 5.68695 -3.93979  -0.12
H 0.64254 7.59968 -6.29263  0.33
H 0.13531 8.04393 -4.66756  0.36
H 2.78599 8.16157 -5.41507  0.37
H 2.33049 7.67428 -3.76331  0.35
O 2.50776 0.36519 -5.27276  -0.67
S 2.26949 -0.93732 -4.69700  1.37
O 3.38141 -1.74380 -4.25907  -0.73
C 1.07122 -0.77642 -3.38396  0.48
C -0.27309 -0.94725 -4.07825  -0.85
C -0.10002 -2.11493 -5.05828  -0.35
C 1.21728 -1.88083 -5.81365  -0.89
H 1.19908 0.18844 -2.90292  -0.71
H 1.26104 -1.57679 -2.67099  0.33
H -1.06445 -1.13747 -3.35485  0.31
H -0.53018 -0.03573 -4.62317  0.41
H -0.04719 -3.05092 -4.50030  0.22
H -0.93988 -2.18228 -5.74526  0.26
H 1.73297 -2.80263 -6.07054  0.36
H 1.07615 -1.27682 -6.70816  0.39
O -3.24385 -2.43489 -5.59638  -0.69
S -3.43853 -3.72461 -4.98098  1.33
O -2.32242 -4.53612 -4.56832  -0.69
C -4.58210 -3.51961 -3.61802  -0.74
C -5.95642 -3.68985 -4.25702  -0.60
C -5.83176 -4.88031 -5.21895  -0.57
C -4.54665 -4.67911 -6.03236  -0.81
H -4.41715 -2.54366 -3.16742  0.40
H -4.37152 -4.30849 -2.89622  0.35
H -6.72466 -3.85495 -3.50344  0.36
H -6.21938 -2.78792 -4.81314  0.30
H -5.76539 -5.80723 -4.64638  0.28
H -6.69686 -4.96178 -5.87481  0.32
H -4.05340 -5.61364 -6.28724  0.38
H -4.71732 -4.09183 -6.93195  0.36
O -0.23226 -5.79848 2.94248  -0.66
S -1.36558 -6.46632 2.34940  1.27
O -2.58744 -6.64165 3.09245  -0.73
C -1.70869 -5.69834 0.76938  -0.26
C -0.84289 -6.47449 -0.21773  -0.63
C -0.98514 -7.95460 0.16811  -0.63
C -0.81546 -8.05004 1.69029  -0.71
H -1.47449 -4.63910 0.84240  0.01
H -2.77107 -5.83425 0.56797  0.31
H -1.15217 -6.29046 -1.24541  0.38
H 0.19927 -6.16342 -0.12098  0.30
H -1.97684 -8.31153 -0.11612  0.29
H -0.25354 -8.57829 -0.34294  0.34
H -1.42069 -8.83256 2.14018  0.35
H 0.22616 -8.17437 1.97962  0.35

---

The following is a DFT calculation (wB97M-V/def2-TZVPD) of an isolated molecule of C3H5B in a non-equilibrium geometry.

## Properties
**Energy**: -3865.414 eV
**Total charge**: 0
**Relative energy (zero: lowest compared OMol25 entry of this formula, charge and spin)**: 12.2 kcal/mol
**HOMO level**: -9.707 eV

Each line ends with the Mulliken charge.
CARTESIAN COORDINATES (ANGSTROEM)
B -0.96534 -0.45882 -0.20676  0.11
C 0.34916 -0.83683 -0.81708  -0.22
C -0.31098 0.92851 0.35796  -0.55
C 0.85650 -0.01326 0.17262  -0.29
H -1.43911 -1.25670 0.38331  -0.08
H 0.67081 -1.65168 -1.52667  0.33
H -0.29846 1.84564 -0.36826  0.18
H -0.73731 1.36379 1.27589  0.26
H 1.87472 0.07935 0.72899  0.26

---

The following is a DFT calculation (wB97M-V/def2-TZVPD) of C23H24Br2F4N6O2Y as an isolated structure in a non-equilibrium geometry.

## Properties
**Energy**: -189271.971 eV
**Total charge**: +1
**Relative energy (zero: lowest compared OMol25 entry of this formula, charge and spin)**: 16.5 kcal/mol
**HOMO level**: -10.183 eV

Each line ends with the Mulliken charge.
CARTESIAN COORDINATES (ANGSTROEM)
Y 0.18329 0.34149 -0.13538  0.90
C 2.47757 2.04340 2.34252  -1.17
C 2.78855 0.61743 1.92375  -0.68
N 1.59867 -0.26910 1.82415  0.89
C 0.90403 -0.36560 3.12821  -0.64
C -0.24424 0.63163 3.28829  -0.94
C 2.08554 -1.61602 1.43676  -1.32
C 2.49393 -1.71805 -0.03899  -1.06
N 1.42515 -1.23392 -0.91083  0.40
C 1.71165 -1.08873 -2.22695  0.13
C 0.74619 -0.49105 -3.07045  0.41
F -0.43568 -0.04112 -2.44742  -0.10
C 0.89620 -0.27929 -4.42334  0.01
F -0.10446 0.28786 -5.10459  -0.30
C 2.06077 -0.65725 -5.06464  -0.56
C 3.03851 -1.25560 -4.28413  0.22
F 4.18129 -1.62372 -4.86410  -0.30
C 2.87722 -1.49658 -2.92839  0.15
F 3.87666 -2.14598 -2.28923  -0.34
H 3.35993 2.65508 2.17452  0.43
H 2.21159 2.11839 3.39324  0.37
H 1.67408 2.43185 1.72230  -0.03
H 3.51441 0.18733 2.62817  0.48
H 3.24563 0.66498 0.93363  0.30
H 1.62225 -0.24067 3.94695  0.32
H 0.48175 -1.37198 3.21679  0.55
H 0.09115 1.61395 3.60545  0.32
H -0.93418 0.26158 4.04194  0.43
H -0.80000 0.73711 2.34392  0.07
H 1.28171 -2.33213 1.62830  0.51
H 2.94805 -1.90507 2.05299  0.41
H 2.70978 -2.77759 -0.24300  0.51
H 3.41861 -1.15338 -0.21379  0.61
H 2.20163 -0.48245 -6.11640  0.51
Br -4.12222 -4.48915 2.81323  -0.10
C -3.05387 -3.34542 1.75386  -0.13
C -1.84016 -3.77763 1.22798  -0.97
C -1.06628 -2.85672 0.54266  -0.45
N -1.43437 -1.59632 0.33255  0.13
C -2.67408 -1.23080 0.70617  0.91
C -3.49614 -2.06036 1.46251  -1.03
C -3.15445 0.03111 0.10843  0.59
C -4.51562 0.27551 -0.03862  -1.00
C -4.92370 1.33492 -0.84030  -0.22
Br -6.76466 1.69803 -1.07209  -0.10
C -3.96136 2.09325 -1.49804  -0.97
C -2.62928 1.80278 -1.26228  -0.41
N -2.22321 0.82365 -0.45238  0.62
H -1.50775 -4.79560 1.35398  0.49
H -0.11657 -3.14552 0.11204  0.68
H -4.46040 -1.73112 1.81698  0.48
H -5.25600 -0.36335 0.41441  0.42
H -4.24463 2.87799 -2.18005  0.48
H -1.85061 2.36874 -1.76367  0.59
N -0.38235 3.11550 0.30924  -0.60
N 0.16295 3.49457 -0.96523  -0.23
C 1.36245 2.82335 -1.38284  0.28
O 2.09058 3.38720 -2.15625  -0.63
O 1.51045 1.65736 -0.86617  -0.22
H -1.35688 3.42651 0.31515  0.31
H 0.08654 3.63610 1.06301  0.31
H 0.23440 4.49867 -1.12452  0.27

---

The following is a DFT calculation (wB97M-V/def2-TZVPD) of C29H28N2S3SbV as an isolated structure.

## Properties
**Energy**: -98238.307 eV
**Total charge**: 0
**Relative energy (zero: lowest compared OMol25 entry of this formula, charge and spin)**: 41.4 kcal/mol
**HOMO level**: -7.555 eV

Each line ends with the Mulliken charge.
CARTESIAN COORDINATES (ANGSTROEM)
V 1.98442 0.48232 2.31555  0.59
S 3.17151 0.72911 4.34378  -0.31
C 4.22640 0.12688 3.12415  0.80
N 3.99294 0.42714 1.85485  -0.32
C 4.85213 -0.25183 0.99797  -0.16
C 4.86916 -0.13760 -0.38872  -0.56
C 5.81972 -0.84908 -1.09312  -0.61
C 6.74653 -1.66128 -0.43399  -0.48
C 6.74171 -1.77412 0.94379  -0.50
C 5.78238 -1.06314 1.65343  0.88
S 5.51498 -0.99597 3.37498  -0.20
H 4.14830 0.49741 -0.88674  0.50
H 5.85236 -0.77332 -2.17159  0.38
H 7.47902 -2.21078 -1.00962  0.38
H 7.45879 -2.40361 1.45300  0.39
C -0.87300 2.94743 2.60946  -1.32
C 0.37602 3.00654 1.72681  1.61
C 1.29013 4.15875 2.15633  -1.83
C -0.02089 3.17819 0.25930  -1.37
N 1.11437 1.77781 1.89880  -0.56
H -1.45010 3.86734 2.49859  0.43
H -0.59305 2.83418 3.65762  0.40
H -1.50263 2.10429 2.32306  0.14
H 0.75915 5.10905 2.07589  0.43
H 2.17657 4.19765 1.52228  0.39
H 1.61063 4.02176 3.18952  0.39
H -0.50539 4.14704 0.12639  0.42
H -0.72286 2.40448 -0.04829  0.12
H 0.85516 3.13433 -0.38896  0.36
S 0.90771 -1.26675 2.22648  -0.26
Sb -1.10776 -0.48621 -0.47260  0.84
C -1.21645 -0.07888 -2.59657  0.26
C -0.17899 -0.69078 -3.30589  -0.49
C 0.00770 -0.46219 -4.66081  -0.59
C -0.83289 0.41108 -5.33753  -0.46
C -1.85215 1.04599 -4.64600  -0.65
C -2.03932 0.80414 -3.28940  -0.30
C -1.70033 -2.55441 -0.62016  0.56
C -1.95527 -3.19417 -1.82951  -0.07
C -2.31302 -4.53639 -1.85911  -0.62
C -2.42583 -5.25596 -0.67890  -0.41
C -2.18016 -4.62639 0.53288  -0.76
C -1.81499 -3.28754 0.55958  -0.36
C -2.97058 0.17674 0.39055  0.74
C -3.08803 -0.12005 1.75022  -0.74
C -4.17700 0.31715 2.49040  -0.60
C -5.16454 1.08179 1.88581  -0.50
C -5.05715 1.39313 0.53905  -0.66
C -3.97005 0.94351 -0.20105  -0.13
H 0.49813 -1.36949 -2.79398  0.43
H 0.81180 -0.96194 -5.18661  0.38
H -0.68836 0.60063 -6.39334  0.37
H -2.50971 1.73516 -5.16132  0.39
H -2.84238 1.32424 -2.78847  0.23
H -1.88981 -2.64795 -2.76222  0.32
H -2.50846 -5.01765 -2.80959  0.38
H -2.70346 -6.30210 -0.70268  0.36
H -2.26637 -5.17826 1.46061  0.39
H -1.60637 -2.82096 1.51535  0.06
H -2.30904 -0.68692 2.25134  0.16
H -4.24777 0.06784 3.54183  0.40
H -6.00916 1.43705 2.46210  0.38
H -5.82361 1.98726 0.05683  0.40
H -3.93079 1.18834 -1.25181  0.20